Here is a structure of composition C29H32N2O4ReS2 in a non-equilibrium geometry from OMol25. Energies are from ωB97M-V/def2-TZVPD.

The value obtained for the HOMO energy (alpha / beta) is -7.372 / -8.091 eV. Its expectation value of S² is 3.774. The spin multiplicity is 4.

Cartesian coordinates (Å):
Re  0.698  0.613  0.994
C  0.279  -2.669  3.900
C  0.920  -1.603  3.060
N  0.177  -0.697  2.471
N  -1.150  -0.623  2.843
C  -1.697  0.546  2.781
S  -0.914  2.016  2.316
S  -3.305  0.595  3.508
C  -4.137  1.964  2.618
C  -4.413  1.704  1.157
C  -4.174  2.700  0.218
C  -4.484  2.495  -1.119
C  -5.014  1.286  -1.538
C  -5.227  0.276  -0.610
C  -4.931  0.485  0.727
C  2.359  -1.503  3.013
C  3.158  -2.563  3.482
C  4.511  -2.427  3.661
C  5.116  -1.195  3.389
C  4.374  -0.143  2.917
C  2.985  -0.257  2.693
O  2.343  0.778  2.238
H  -0.730  -2.378  4.167
H  0.226  -3.588  3.310
H  0.866  -2.858  4.794
H  -5.071  2.092  3.167
H  -3.530  2.855  2.755
H  -3.741  3.642  0.534
H  -4.311  3.286  -1.840
H  -5.244  1.126  -2.584
H  -5.627  -0.680  -0.926
H  -5.091  -0.306  1.448
H  2.692  -3.517  3.687
H  5.101  -3.259  4.020
H  6.181  -1.070  3.541
H  4.834  0.803  2.659
C  -1.919  -3.607  -3.474
O  -1.653  -2.424  -4.211
C  -1.303  -1.325  -3.516
C  -0.940  -0.201  -4.286
C  -0.528  0.940  -3.660
C  -0.414  1.021  -2.258
C  0.111  2.193  -1.613
C  0.077  3.508  -2.341
O  0.616  2.199  -0.473
C  -0.817  -0.099  -1.479
O  -0.821  -0.092  -0.178
C  -1.275  -1.254  -2.140
H  -2.144  -4.374  -4.208
H  -2.773  -3.473  -2.806
H  -1.047  -3.907  -2.887
H  -0.974  -0.269  -5.364
H  -0.222  1.782  -4.268
H  -0.911  3.690  -2.761
H  0.802  3.492  -3.157
H  0.337  4.311  -1.656
H  -1.567  -2.077  -1.503
C  3.719  1.465  -0.678
C  2.913  0.336  -1.325
C  3.871  -0.592  -2.080
C  2.114  -0.465  -0.291
H  4.297  2.009  -1.430
H  4.412  1.045  0.054
H  3.073  2.173  -0.161
H  2.221  0.752  -2.063
H  4.577  -1.046  -1.380
H  4.438  -0.029  -2.825
H  3.325  -1.387  -2.591
H  2.831  -0.970  0.365
H  1.544  -1.247  -0.808

=====

Here is a cluster of 2 separate species, C6H9N3O2 in total in a non-equilibrium geometry from OMol25. Energies are from ωB97M-V/def2-TZVPD.

The energy relative to the best compared isomer or geometry (same formula, charge and spin) comes out at 194.2 kcal/mol. The value obtained for the HOMO energy (alpha / beta) is -8.799 / -9.260 eV.

Cartesian coordinates (Å):
C  -0.664  2.492  1.120
C  -0.071  1.302  1.325
C  -1.302  1.301  -0.446
C  -0.723  -1.524  -1.069
C  2.095  0.052  -1.067
C  -0.269  -0.828  0.147
N  -1.370  2.524  -0.029
N  -0.625  0.491  0.400
N  0.148  -1.687  1.217
O  0.245  -1.185  2.328
O  0.344  -2.866  0.923
H  -0.849  3.283  1.891
H  0.647  0.846  2.133
H  -1.725  0.969  -1.313
H  0.126  -2.357  -1.278
H  -0.707  -0.920  -1.963
H  -1.755  -2.003  -1.044
H  1.505  0.731  -1.581
H  2.725  0.270  -0.284
H  2.226  -0.891  -1.409

=====

Here is a structure of composition C5H13O3 in a non-equilibrium geometry from OMol25. Energies are from ωB97M-V/def2-TZVPD.

The energy relative to the best compared isomer or geometry (same formula, charge and spin) comes out at 80.0 kcal/mol. The value obtained for the HOMO energy (alpha / beta) is -9.467 / -9.465 eV. Its expectation value of S² is 0.764. The spin multiplicity is 2.

Cartesian coordinates (Å):
C  -0.487  2.141  0.074
O  0.325  2.871  0.865
C  -0.201  0.701  0.353
C  -1.515  -0.038  0.318
C  -1.816  -1.050  -0.746
C  -1.159  -1.473  -1.799
H  -0.358  2.517  -1.026
H  -1.401  2.596  0.524
H  0.392  0.226  -0.376
H  0.322  0.441  1.322
H  -2.330  0.816  0.343
H  -1.718  -0.594  1.342
H  -2.753  -1.641  -0.515
H  -0.091  -1.157  -2.069
H  -1.500  -2.280  -2.412
H  2.059  -1.477  0.351
H  1.330  -0.999  1.450
O  1.847  -1.799  1.561
H  2.854  -1.315  -1.048
H  1.234  3.047  0.423
O  1.956  -1.306  -0.864

=====

Here is a cluster of 2 separate species, C4H13NO in total in a non-equilibrium geometry from OMol25. Energies are from ωB97M-V/def2-TZVPD.

The SMILES is CCNCC.O. The energy relative to the best compared isomer or geometry (same formula, charge and spin) comes out at 14.3 kcal/mol. The value obtained for the HOMO energy is -8.521 eV.

Cartesian coordinates (Å):
C  1.541  -1.098  -1.641
C  1.415  -0.414  -0.284
N  0.231  0.437  -0.297
C  0.101  1.175  0.984
C  -1.274  1.841  1.036
H  2.498  -1.610  -1.798
H  0.767  -1.845  -1.813
H  1.533  -0.322  -2.408
H  2.322  0.161  -0.094
H  1.317  -1.149  0.535
H  -0.609  -0.103  -0.464
H  0.216  0.423  1.767
H  0.819  1.985  0.930
H  -2.005  1.228  0.514
H  -1.271  2.798  0.511
H  -1.644  2.060  2.038
O  -2.129  -1.654  -0.129
H  -2.109  -1.402  0.800
H  -1.719  -2.511  -0.188

=====

Here is a structure of composition C29H48N6O5S2SiV from OMol25. Energies are from ωB97M-V/def2-TZVPD.

The energy relative to the best compared isomer or geometry (same formula, charge and spin) comes out at 0.0 kcal/mol. The value obtained for the HOMO energy (alpha / beta) is -6.884 / -8.340 eV. Its expectation value of S² is 3.758. The spin multiplicity is 4.

Cartesian coordinates (Å):
V  0.319  0.554  -1.032
C  -2.874  -2.783  -1.296
C  -1.680  -2.006  -1.833
C  -2.091  -1.168  -3.033
C  -0.551  -2.965  -2.189
O  -1.200  -1.062  -0.824
Si  -1.188  -1.236  0.846
S  -0.158  0.450  1.478
O  -2.701  -1.412  1.453
C  -3.778  -0.494  1.685
C  -5.028  -1.352  1.826
C  -3.925  0.468  0.514
C  -3.509  0.262  2.981
O  -0.462  -2.674  1.075
C  -0.245  -3.464  2.255
C  -1.474  -4.339  2.471
C  0.986  -4.308  1.961
C  -0.001  -2.567  3.462
H  -3.235  -3.455  -2.076
H  -3.684  -2.110  -1.017
H  -2.601  -3.378  -0.424
H  -2.451  -1.818  -3.832
H  -1.241  -0.598  -3.411
H  -2.886  -0.473  -2.758
H  -0.933  -3.750  -2.845
H  -0.147  -3.421  -1.286
H  0.246  -2.447  -2.718
H  -5.210  -1.914  0.908
H  -5.899  -0.727  2.032
H  -4.904  -2.063  2.644
H  -4.118  -0.073  -0.414
H  -3.011  1.044  0.374
H  -4.753  1.158  0.691
H  -3.390  -0.444  3.805
H  -4.341  0.930  3.213
H  -2.592  0.845  2.894
H  -1.644  -4.966  1.593
H  -2.356  -3.718  2.630
H  -1.334  -4.989  3.337
H  0.807  -4.933  1.084
H  1.217  -4.956  2.809
H  1.840  -3.663  1.756
H  -0.877  -1.946  3.668
H  0.852  -1.913  3.282
H  0.199  -3.179  4.343
O  1.103  0.107  -3.002
C  1.936  -0.672  -2.488
N  1.968  -0.836  -1.156
C  2.935  -1.774  -0.837
O  3.249  -2.146  0.269
C  3.558  -2.239  -2.137
C  4.544  -3.164  -2.392
C  4.898  -3.373  -3.725
C  4.276  -2.673  -4.754
C  3.277  -1.737  -4.485
C  2.941  -1.541  -3.163
H  5.019  -3.706  -1.584
H  5.667  -4.094  -3.969
H  4.573  -2.860  -5.777
H  2.785  -1.189  -5.278
S  -1.471  2.213  -1.909
C  -1.773  3.381  -0.743
N  -1.422  3.144  0.557
C  -1.621  4.030  1.545
C  -2.193  5.231  1.262
C  -2.554  5.434  -0.084
N  -2.362  4.567  -1.047
H  -1.027  2.209  0.790
H  -1.309  3.710  2.531
H  -2.372  5.974  2.023
H  -3.027  6.366  -0.379
C  3.368  1.128  0.964
N  2.769  2.453  1.021
C  2.636  3.021  2.345
C  2.183  3.011  -0.074
N  1.625  2.272  -0.982
N  2.195  4.397  -0.119
C  1.429  5.057  -1.159
C  3.427  5.103  0.207
H  4.335  1.163  1.472
H  3.512  0.845  -0.074
H  2.739  0.371  1.430
H  2.157  2.290  3.004
H  2.026  3.922  2.310
H  3.610  3.274  2.778
H  1.472  2.777  -1.848
H  0.457  4.587  -1.286
H  1.948  5.045  -2.127
H  1.277  6.097  -0.873
H  4.052  4.504  0.859
H  3.197  6.046  0.706
H  3.995  5.326  -0.704

=====

Here is a structure of composition C10H21Cl2O3PW in a non-equilibrium geometry from OMol25. Energies are from ωB97M-V/def2-TZVPD.

The energy relative to the best compared isomer or geometry (same formula, charge and spin) comes out at 70.5 kcal/mol. The value obtained for the HOMO energy (alpha / beta) is -6.998 / -7.980 eV. Its expectation value of S² is 2.038. The spin multiplicity is 3.

Cartesian coordinates (Å):
W  -0.015  2.379  0.817
Cl  -0.280  4.087  -0.703
Cl  2.097  2.633  1.476
C  2.475  -1.571  -0.677
H  3.513  -1.933  -0.809
H  2.361  -0.869  0.189
C  -0.557  1.216  -0.653
C  1.441  -1.834  -1.474
H  -0.412  0.179  -0.248
C  1.288  -1.484  -2.974
H  0.538  -2.336  -1.128
C  1.418  0.011  -3.285
H  2.090  -2.007  -3.524
H  0.355  -1.913  -3.378
C  0.211  0.967  -3.199
H  2.280  0.370  -2.696
H  1.712  0.068  -4.341
C  -0.877  1.047  -2.088
H  0.678  1.958  -3.337
H  -0.382  0.732  -4.097
H  -1.551  1.829  -2.458
H  -1.511  0.133  -2.184
C  1.082  -1.690  2.654
O  0.629  -0.361  2.999
P  -0.515  0.473  2.205
O  -1.518  -0.707  1.616
C  -2.285  -1.533  2.527
O  -1.558  1.176  3.339
C  -2.090  2.314  2.489
H  1.767  -1.693  1.794
H  0.227  -2.349  2.437
H  1.615  -2.028  3.544
H  -1.809  -2.517  2.618
H  -2.382  -1.087  3.528
H  -3.289  -1.647  2.093
H  -2.765  1.988  1.688
H  -2.684  2.931  3.164
H  -1.297  3.068  2.075